No. 1
The following is a DFT calculation (ωB97M-V/def2-TZVPD) of a molecular structure, C34H48CaF3N13P2S at a distorted geometry.

- LUMO: 4.2755 eV
- HOMO-LUMO gap: 6.00 eV
- Energy relative to the best compared isomer or geometry (same formula, charge and spin): 0.0 kJ/mol
- Charge: -2
- Molar mass: 829.94 g mol⁻¹

Positions of all 102 atoms, in Å:
1 Ca -0.04 0.58 0.28
2 S -2.24 1.15 2.34
3 P -1.88 1.14 -1.70
4 P -1.45 -2.13 1.37
5 F -1.53 2.11 6.68
6 F -2.60 2.92 4.98
7 F -2.73 0.80 5.45
8 N 3.05 -1.70 1.58
9 N 3.31 -0.31 -2.31
10 N 0.36 0.85 2.52
11 N 3.08 2.37 -0.16
12 N 0.74 2.70 0.36
13 N 0.06 3.77 0.84
14 N 4.22 -1.32 0.84
15 N 3.78 0.87 -1.85
16 N 2.13 4.39 0.65
17 N 0.88 4.75 1.00
18 N 1.92 0.34 -0.78
19 N 2.22 -0.62 -1.70
20 N -0.76 -1.59 -1.11
21 C -1.37 -1.53 -2.32
22 C -1.58 3.86 -2.24
23 C -2.26 -2.62 -4.34
24 C -1.93 -4.17 3.49
25 C -4.23 -2.62 1.39
26 C -0.67 1.58 4.55
27 C -1.88 1.85 5.38
28 C -1.56 -2.67 -3.15
29 C -0.25 -2.34 3.87
30 C 1.55 0.96 3.12
31 C -3.66 1.50 -1.26
32 C -0.03 2.26 -3.40
33 C -1.55 -2.73 3.16
34 C -2.87 -4.41 0.23
35 C -4.23 0.23 -0.62
36 C 0.68 -4.13 1.10
37 C -2.79 -1.42 -4.81
38 C -0.78 1.20 3.18
39 C 1.72 1.38 4.42
40 C -1.46 2.50 -2.91
41 C -2.97 -2.93 0.58
42 C -2.64 -0.30 -4.01
43 C -4.60 2.03 -2.35
44 C 2.48 -5.88 0.84
45 C 0.57 1.68 5.15
46 C -0.13 -3.11 0.59
47 C 1.63 -4.75 0.30
48 C -3.56 -1.36 -6.11
49 C -1.98 -0.32 -2.78
50 C 2.00 3.13 0.26
51 C 0.99 -3.31 -1.54
52 C 0.03 -2.67 -0.75
53 C 2.91 1.23 -0.93
54 C 1.77 -4.33 -1.02
55 H -4.63 -1.50 -5.94
56 H -0.96 3.89 -1.34
57 H 0.57 -4.46 2.12
58 H -4.40 -3.36 2.18
59 H 0.14 -1.39 3.51
60 H -4.17 -1.64 1.86
61 H -2.96 -4.39 3.22
62 H 0.07 1.26 -3.83
63 H -3.58 2.26 -0.47
64 H -3.22 -2.13 -6.80
65 H -3.43 -0.39 -6.60
66 H -2.60 4.10 -1.93
67 H -3.05 -2.39 -0.36
68 H 1.15 -2.97 -2.55
69 H 2.26 -6.82 0.33
70 H 3.54 -5.67 0.69
71 H -3.57 -0.11 0.18
72 H -0.41 -2.26 4.95
73 H 0.25 2.99 -4.17
74 H 0.67 2.34 -2.57
75 H 4.06 -1.43 -0.16
76 H -5.11 -2.63 0.74
77 H 2.21 -1.33 1.14
78 H -1.83 -4.33 4.57
79 H 2.31 -6.02 1.91
80 H -3.76 -4.71 -0.34
81 H -4.32 -0.56 -1.37
82 H 4.36 -0.33 0.99
83 H -2.82 -5.04 1.12
84 H -1.99 -4.61 -0.38
85 H -2.39 -3.53 -4.92
86 H -4.73 1.30 -3.15
87 H -1.17 -3.62 -2.81
88 H -2.33 -2.07 3.56
89 H 2.70 1.46 4.85
90 H -5.22 0.42 -0.19
91 H 2.41 0.67 2.52
92 H 3.88 2.91 -0.40
93 H -1.28 -4.89 2.98
94 H 0.54 -3.09 3.71
95 H -5.58 2.22 -1.91
96 H -3.05 0.64 -4.36
97 H 2.52 -4.79 -1.65
98 H 2.97 -2.71 1.49
99 H -1.23 4.66 -2.91
100 H -4.24 2.96 -2.78
101 H 0.65 1.98 6.18
102 H -2.15 2.45 -3.77

These are the Mulliken partial charges, in e, on atoms 1 to 2: 2.50, -0.53

***

No. 2
The following is a DFT calculation (ωB97M-V/def2-TZVPD) of 3 unconnected molecules or ions with the total composition C34H48F16O4 at a distorted geometry.

- LUMO: -1.6186 eV
- SMILES: CCCCCCCCCCCCCCCCCCC1=CC(=O)C=CC1=O.FC(F)C(F)(F)COC(F)(F)C(F)F.FC(F)C(F)(F)COC(F)(F)C(F)F
- HOMO-LUMO gap: 8.70 eV
- Energy relative to the best compared isomer or geometry (same formula, charge and spin): 57.5 kJ/mol
- Charge: 0
- Molar mass: 824.72 g mol⁻¹

Positions of all 102 atoms, in Å:
1 F -2.70 -5.20 -1.52
2 F -3.58 -4.39 1.79
3 F -6.58 -3.47 -2.89
4 F 1.24 1.95 -5.67
5 F 0.09 3.23 -6.99
6 F -4.51 -5.91 0.54
7 F 3.82 4.54 -4.45
8 F 5.48 3.47 -5.37
9 F 4.77 2.51 -2.93
10 F -4.44 -3.67 -2.59
11 F -0.70 3.30 -4.36
12 F 1.25 4.13 -3.81
13 F -5.47 -5.71 -4.03
14 F -1.82 -5.86 0.36
15 F -4.93 -6.44 -2.04
16 F 2.77 2.03 -3.64
17 O -5.27 -0.42 0.92
18 O 2.12 3.86 -6.46
19 O -4.92 4.83 0.51
20 O -5.87 -4.06 -0.90
21 C -5.78 -5.64 -2.71
22 C 2.62 -0.05 -0.78
23 C 3.39 3.22 -6.37
24 C -3.87 -4.72 0.50
25 C 3.80 -3.01 1.32
26 C -5.56 2.80 -0.50
27 C 3.82 1.84 0.45
28 C -4.93 3.60 0.56
29 C 3.22 -1.61 1.16
30 C 2.95 -4.14 0.77
31 C -2.37 0.39 2.81
32 C -5.64 -4.19 -2.24
33 C -4.40 1.57 1.84
34 C 2.01 -4.78 1.76
35 C 4.16 3.38 -5.04
36 C 0.36 4.00 -4.82
37 C 0.01 0.53 3.66
38 C 2.91 3.78 1.97
39 C 1.31 2.67 3.54
40 C 4.05 2.23 -4.04
41 C -1.41 1.07 3.77
42 C -2.53 -4.87 -0.22
43 C -5.10 0.78 0.82
44 C -4.33 2.89 1.69
45 C 1.19 -3.77 2.53
46 C -4.84 -3.64 -0.02
47 C 3.80 3.31 0.83
48 C 0.99 3.23 -5.99
49 C -3.80 0.93 3.04
50 C 2.79 2.88 3.21
51 C -5.63 1.48 -0.35
52 C 0.99 1.42 4.37
53 C 2.51 1.30 -0.06
54 C 3.64 -1.00 -0.17
55 H 4.00 3.74 -7.11
56 H 0.61 1.70 5.34
57 H 3.34 4.71 2.30
58 H 0.97 3.51 4.10
59 H -1.75 0.84 4.77
60 H 4.80 -3.03 0.91
61 H 1.92 4.03 1.64
62 H 1.31 -5.38 1.21
63 H 2.12 2.01 -0.77
64 H 3.36 1.97 3.15
65 H 3.44 3.83 -0.05
66 H -5.92 3.32 -1.36
67 H 0.73 2.66 2.63
68 H 1.80 -3.10 3.09
69 H 0.50 -4.25 3.22
70 H 0.02 -0.43 4.16
71 H 3.91 -3.18 2.39
72 H -6.80 -5.99 -2.55
73 H -4.43 0.11 3.33
74 H 4.62 -0.56 -0.11
75 H -1.43 2.14 3.65
76 H 0.57 -3.19 1.86
77 H 1.65 -0.53 -0.69
78 H 3.72 -1.85 -0.85
79 H 2.80 0.08 -1.83
80 H 1.90 0.86 4.54
81 H -2.38 -0.65 3.10
82 H 4.43 1.29 -4.46
83 H -3.84 3.50 2.41
84 H 1.79 1.29 0.76
85 H -5.37 -3.28 0.86
86 H -1.95 -3.94 -0.16
87 H 3.59 -4.93 0.41
88 H 3.64 -0.99 1.94
89 H 0.04 4.99 -5.14
90 H 3.19 3.42 4.06
91 H 2.53 -5.40 2.48
92 H -6.06 0.90 -1.13
93 H 4.23 1.22 1.22
94 H 3.34 2.19 -6.69
95 H 2.39 -3.75 -0.07
96 H -4.31 -2.77 -0.41
97 H 0.26 0.36 2.62
98 H -2.04 0.46 1.78
99 H -3.78 1.64 3.83
100 H 4.82 3.64 0.95
101 H 4.53 1.78 -0.37
102 H 2.14 -1.59 1.22

These are the Mulliken partial charges, in e, on atoms 1 to 2: -0.24, -0.30

***

No. 3
The following is a DFT calculation (ωB97M-V/def2-TZVPD) of a molecular structure, C34H48N4S2Si2Yb.

- LUMO (spin up / spin down): -4.2666 / -4.2617 eV
- HOMO-LUMO gap (spin up / spin down): 4.62 / 4.76 eV
- Multiplicity: 2
- Energy relative to the best compared isomer or geometry (same formula, charge and spin): 23.4 kJ/mol
- Charge: +1
- Molar mass: 806.13 g mol⁻¹

Positions of all 91 atoms, in Å:
1 Yb -1.24 -0.97 -0.11
2 S 0.90 -1.29 1.65
3 S 1.13 -0.83 -1.59
4 Si -2.96 -2.35 1.65
5 Si -1.99 1.23 1.43
6 N -2.69 0.83 -3.62
7 N -2.86 -0.77 -1.96
8 N 3.39 -0.50 1.68
9 N 3.64 -0.45 -1.09
10 C -3.40 -0.06 -2.91
11 C -4.53 -3.20 1.01
12 C 4.84 -0.54 -0.25
13 C -3.72 1.34 3.63
14 C 6.65 -2.98 3.85
15 C 5.76 -1.92 3.80
16 C -3.60 -0.91 2.75
17 C 3.26 1.13 -2.99
18 C -4.65 0.95 4.59
19 C 3.82 -0.20 -2.53
20 C 2.90 1.25 -4.33
21 C 4.58 0.11 1.07
22 C -4.54 -1.28 3.72
23 C 6.31 -4.20 3.29
24 C -5.07 -0.37 4.62
25 C 2.43 2.46 -4.82
26 C 2.65 3.44 -2.64
27 C 2.45 -0.68 -0.58
28 C -2.21 -3.55 2.91
29 C -3.19 0.44 2.70
30 C 3.14 2.23 -2.15
31 C -4.86 -0.23 -3.24
32 C 2.30 3.56 -3.97
33 C -3.84 3.05 -3.78
34 C 4.19 -3.31 2.61
35 C -1.23 0.89 -3.51
36 C 5.08 -4.37 2.67
37 C 2.33 -0.82 0.95
38 C 4.52 -2.08 3.18
39 C -3.06 2.55 0.58
40 C 3.55 -0.92 3.10
41 C -0.71 2.20 2.43
42 C -3.33 1.81 -4.51
43 C -0.73 1.96 -2.54
44 H -1.93 -4.51 2.45
45 H -3.56 -1.42 -1.62
46 H -5.80 -0.70 5.36
47 H -5.04 1.67 5.29
48 H -4.30 -3.99 0.29
49 H -2.59 2.10 -5.25
50 H 2.55 4.28 -1.97
51 H -5.20 -2.48 0.53
52 H 2.98 0.40 -4.99
53 H -2.94 -3.76 3.71
54 H -3.02 3.63 -3.36
55 H 7.61 -2.86 4.34
56 H -5.31 -0.96 -2.58
57 H -3.66 3.07 1.33
58 H -3.41 2.38 3.61
59 H -3.74 2.10 -0.15
60 H 5.42 -0.05 1.73
61 H 1.93 4.50 -4.36
62 H 3.34 -1.00 -3.09
63 H -4.98 -0.58 -4.27
64 H 5.66 -0.04 -0.76
65 H -0.18 1.53 3.12
66 H -1.17 2.99 3.01
67 H -4.51 2.78 -2.96
68 H -5.41 0.71 -3.14
69 H -4.39 3.69 -4.47
70 H 4.89 -0.26 -2.72
71 H 6.02 -0.97 4.24
72 H -0.85 2.96 -2.96
73 H -1.32 -3.13 3.38
74 H 3.22 -3.44 2.14
75 H -0.84 1.06 -4.51
76 H 0.04 2.66 1.77
77 H -2.45 3.30 0.06
78 H -5.08 -3.66 1.84
79 H -4.88 -2.31 3.77
80 H -4.14 1.34 -5.05
81 H -1.28 1.91 -1.60
82 H -0.89 -0.10 -3.20
83 H 0.33 1.81 -2.34
84 H 4.42 1.18 0.97
85 H 3.94 -0.06 3.65
86 H 3.41 2.15 -1.10
87 H 2.16 2.55 -5.86
88 H 5.11 -1.59 -0.10
89 H 4.81 -5.32 2.24
90 H 7.01 -5.03 3.34
91 H 2.58 -1.17 3.50

These are the Mulliken partial charges, in e, on atoms 1 to 2: -0.19, -0.16

***

No. 4
The following is a DFT calculation (ωB97M-V/def2-TZVPD) of 7 unconnected molecules or ions with the total composition C34H49BF2NO21S at a distorted geometry.

- LUMO: 1.5540 eV
- HOMO-LUMO gap: 5.88 eV
- Charge: -1
- Molar mass: 888.63 g mol⁻¹

Positions of all 109 atoms, in Å:
1 S -3.21 -0.43 -2.83
2 F 0.46 -2.95 0.53
3 F 3.27 0.37 -1.07
4 O 3.35 4.45 -1.14
5 O -3.58 4.82 0.41
6 O 2.90 -3.97 5.03
7 O -5.25 4.48 1.88
8 O 6.53 3.76 6.98
9 O 1.88 6.01 -1.84
10 O -6.50 1.46 -4.49
11 O 4.67 4.74 6.18
12 O -3.09 4.31 2.53
13 O 0.76 -3.89 4.40
14 O -4.99 0.74 -6.01
15 O 4.24 1.55 3.60
16 O 4.50 2.92 7.48
17 O 1.27 -4.02 6.59
18 O 2.07 1.64 2.95
19 O 3.10 -0.34 3.21
20 O -0.99 -2.48 -1.82
21 O -5.14 2.93 -5.50
22 O 1.21 4.31 -0.53
23 O 3.88 -1.74 -0.97
24 O -0.44 -1.07 -0.10
25 N 0.84 -1.26 -4.19
26 C -2.54 -2.67 0.29
27 C 5.07 0.47 4.07
28 C 3.17 3.43 7.33
29 C -4.84 -1.22 -2.97
30 C -1.86 4.25 1.81
31 C 1.84 -1.09 0.17
32 C 3.06 -0.94 -0.67
33 C -4.09 4.53 1.63
34 C -1.47 -5.66 -2.46
35 C 3.30 4.33 6.12
36 C 0.62 -1.01 -2.76
37 C -4.71 -2.74 -3.30
38 C -0.26 -0.75 -5.03
39 C 0.43 -5.04 -4.16
40 C 1.83 3.07 -0.12
41 C 1.60 -3.97 5.45
42 C 3.29 3.42 -0.14
43 C -2.17 5.02 0.56
44 C 0.40 -2.23 -1.89
45 C -2.63 -0.48 -1.10
46 C -6.11 3.70 -4.79
47 C 1.53 -3.62 3.22
48 C 5.35 3.80 6.89
49 C 2.13 5.02 -1.23
50 C 0.63 -1.87 -0.36
51 C 3.04 1.01 3.23
52 C -6.67 2.70 -3.80
53 C 1.46 -4.09 -3.48
54 C -0.76 -5.33 -3.38
55 C 1.15 -3.56 -2.09
56 C -3.24 -3.75 -0.01
57 C -5.50 1.62 -5.39
58 C 4.47 -0.72 3.37
59 C 2.89 -4.15 3.61
60 B -1.63 -1.78 -0.70
61 H -2.09 0.46 -0.95
62 H 0.12 -4.61 -5.11
63 H 4.90 -0.88 2.38
64 H 2.17 -1.55 1.09
65 H -5.36 -0.74 -3.78
66 H 2.90 3.98 8.23
67 H -2.64 -2.32 1.31
68 H 3.92 2.58 -0.41
69 H 1.51 -0.10 0.47
70 H 2.46 2.62 7.18
71 H 1.48 2.77 0.86
72 H 0.63 -4.30 -1.51
73 H -5.19 -2.96 -4.24
74 H 3.04 -5.20 3.39
75 H 4.55 -1.64 3.95
76 H 1.11 -4.12 2.36
77 H -3.48 -0.44 -0.43
78 H -3.67 -3.01 -3.32
79 H -0.06 -0.93 -6.07
80 H 1.57 2.30 -0.85
81 H 4.99 0.41 5.16
82 H 3.64 3.84 0.81
83 H -3.71 -4.32 0.77
84 H -0.27 -0.39 -2.67
85 H 2.36 -4.69 -3.38
86 H -0.36 0.33 -4.88
87 H 2.10 -3.46 -1.58
88 H 1.53 -2.55 3.04
89 H 1.73 -3.34 -4.20
90 H -1.19 -1.22 -4.73
91 H -2.13 -5.86 -1.67
92 H 2.63 5.19 6.16
93 H -5.63 4.55 -4.30
94 H 3.69 -3.57 3.15
95 H 6.11 0.65 3.80
96 H -1.62 3.20 1.61
97 H -1.63 4.66 -0.31
98 H 3.13 3.79 5.19
99 H -7.72 2.87 -3.57
100 H 0.90 -5.98 -4.41
101 H 1.64 -0.72 -4.47
102 H -6.10 2.66 -2.87
103 H 1.41 -0.35 -2.42
104 H -3.42 -4.09 -1.01
105 H -1.05 4.68 2.39
106 H -5.39 -1.05 -2.05
107 H -1.98 6.09 0.67
108 H -5.23 -3.30 -2.53
109 H -6.86 4.06 -5.49

These are the Mulliken partial charges, in e, on atoms 1 to 2: 0.01, -0.51

***

molar mass of number 4 (C34H49BF2NO21S)?
888.63 g mol⁻¹